(1)
Entry from the Open Molecules 2025 dataset: a structure of composition C12H12N4O2S (ωB97M-V with the def2-TZVPD basis set).

The geometry in XYZ format:
```
31
Properties=species:S:1:pos:R:3:forces:R:3
C 0.5972 1.3908 -3.3289 1.29 3.66 -3.70
C 1.1923 1.5227 -2.0718 2.33 -0.39 3.01
N 1.7101 0.5166 -1.2825 -2.85 4.18 -4.76
C 2.3096 1.1004 -0.2544 1.23 0.48 0.97
C 2.2412 2.4731 -0.3210 5.07 2.18 8.99
S 1.5734 3.3086 -1.4940 -1.99 -2.91 -2.74
H 2.7519 3.2988 0.6994 -1.53 -3.13 -3.28
C 2.9842 0.1384 0.6993 0.96 6.29 2.46
O 3.6775 0.5653 1.6457 -0.72 -0.94 -1.68
N 2.6177 -1.1020 0.6456 5.60 -3.43 8.55
N 2.0733 -1.8274 -0.1891 -6.58 -4.33 -12.25
C 0.6787 -1.6583 -0.4518 -7.32 0.77 0.13
O -0.1517 -1.8577 -1.5992 6.53 0.71 6.89
N -0.0026 -1.1521 0.8401 -1.63 -3.37 -9.96
C -1.3750 -0.9452 0.9226 8.15 4.93 12.83
C -1.6605 -0.2340 2.3322 -3.96 -2.89 -4.88
C -3.1338 0.0078 2.5724 11.40 2.00 8.47
C -4.0243 -0.2418 1.7133 -3.60 -3.89 -5.71
C -3.7342 -0.9880 0.5041 9.19 3.69 10.26
C -2.3448 -1.0353 0.2046 -9.06 -4.93 -12.42
H -2.1037 -1.5304 -0.9548 -0.78 1.55 3.39
H -4.3404 -0.9236 -0.1483 -8.09 -0.34 -8.70
H -4.9881 -0.1712 2.0695 -2.42 0.48 0.09
H -3.1764 0.3915 3.7323 -0.98 -0.75 -3.17
H -0.8128 -0.4550 2.9360 0.02 0.88 1.46
H 0.5432 -0.9712 1.5539 3.08 1.11 4.21
H 2.2438 -1.7389 -1.3230 1.37 -0.28 3.19
H 3.1807 -1.8374 1.4417 -1.69 3.59 -2.51
H 0.3216 0.4587 -3.4022 -2.35 -5.15 -0.40
H -0.2373 2.1049 -3.4919 0.66 -0.53 -0.20
H 1.3889 1.3917 -4.2002 -1.33 0.75 1.46
```
Forces are in eV/Å.

Values from the calculation:
* HOMO: -0.2993 Eh
* orbital gap: 7.9 eV
* LUMO: -0.20 eV

***

(2)
Entry from the Open Molecules 2025 dataset: the molecule C10H12N2OS (ωB97M-V with the def2-TZVPD basis set).

The geometry in XYZ format:
```
26
Properties=species:S:1:pos:R:3:forces:R:3
C 2.9833 -2.9306 0.2220 1.56 -0.86 -1.79
S 2.0745 -2.4583 1.7049 -0.28 0.54 -0.23
C 0.8262 -1.2642 1.0819 1.13 -0.79 0.41
C 1.3877 0.0610 0.5454 -1.32 -0.59 -2.74
N 0.2576 1.0135 0.7706 2.96 -0.46 -2.44
C -0.6262 1.1080 -0.3508 -3.48 1.47 0.68
C -0.3627 1.5930 -1.6349 1.86 -0.46 -0.01
C -1.3676 1.9658 -2.5065 -3.63 -2.04 0.47
C -2.7212 1.5476 -2.1832 2.48 0.89 1.55
C -3.0155 1.1224 -0.8165 -4.55 1.76 -3.82
C -2.0536 1.1117 0.0573 6.04 -1.11 4.03
N -0.2319 0.5495 1.9471 -1.14 1.73 0.29
C 0.1468 -0.6882 2.3112 -0.27 0.77 -3.19
O -0.0953 -1.1659 3.3353 -0.61 -2.35 4.40
H 4.0143 -2.2345 -0.0249 -3.11 -1.93 0.68
H 3.3856 -4.0518 0.6229 -1.06 2.99 -1.89
H 2.2210 -2.9286 -0.8128 2.46 -0.41 3.11
H 0.1136 -1.8572 0.4653 0.34 0.87 0.12
H 2.2643 0.2999 1.1202 0.42 0.43 -0.03
H 1.4973 0.0172 -0.5711 0.70 0.10 1.14
H 0.6135 1.6379 -2.1599 -0.13 0.11 1.26
H -1.0933 2.3988 -3.4640 -0.28 -0.15 0.10
H -3.5308 1.7195 -2.8440 -0.54 0.10 -0.60
H -4.1477 1.1193 -0.5300 2.28 -0.35 -0.45
H -2.0022 1.0014 1.2071 -1.68 -0.05 -2.28
H -0.5376 1.3128 2.5073 -0.15 -0.21 1.25
```
Forces are in eV/Å.

Values from the calculation:
* HOMO: -0.2979 Eh
* orbital gap: 8.7 eV
* LUMO: 0.63 eV

***

(3)
Entry from the Open Molecules 2025 dataset: a structure of composition C12H35AgBNO6 (ωB97M-V with the def2-TZVPD basis set).

The geometry in XYZ format:
```
56
Properties=species:S:1:pos:R:3:forces:R:3
Ag 0.0103 0.6168 1.1671 -1.18 -0.37 0.39
C 4.8759 2.0697 -3.0562 -1.69 0.69 -0.42
C 3.3175 2.3713 -3.1246 1.42 -0.87 0.60
O 2.5032 1.6895 -2.2114 0.94 1.20 -1.25
H 5.0423 1.0416 -3.3777 0.32 0.06 0.45
H 5.3131 2.3709 -2.1042 -0.16 -0.56 0.14
H 5.3257 2.7500 -3.7796 0.13 -0.12 -0.26
H 2.9913 2.1607 -4.1431 -0.42 -0.86 -0.24
H 3.1937 3.4497 -3.2243 -0.54 0.45 1.03
C -4.1766 1.6392 -2.2088 -0.74 -1.10 0.51
C -3.7965 2.6454 -1.1437 1.01 -1.67 1.43
O -3.3927 2.0759 0.0815 0.25 0.47 -1.53
H -4.9855 1.0296 -1.8061 -0.39 -0.14 -0.34
H -3.3562 0.9391 -2.3666 0.27 0.08 -0.10
H -4.4391 2.1220 -3.1501 -0.20 0.00 -0.18
H -4.6560 3.2827 -0.9362 -0.16 0.70 -0.34
H -3.0040 3.1065 -1.7332 0.63 1.50 0.49
B -1.8971 -0.6877 4.0795 0.02 -0.06 -0.46
H -2.6750 -0.8331 3.3460 -3.12 -0.32 -3.03
H -1.1338 -1.4130 3.8435 3.50 -3.08 -1.02
H -1.4927 0.3120 4.0430 1.62 4.32 0.00
H -2.3081 -0.9929 5.0293 -1.47 -0.79 4.04
C 2.9788 -1.7246 1.8301 0.31 1.46 0.64
O 1.7674 -2.0811 1.1943 1.30 0.19 0.71
C 1.9082 -3.1673 0.3235 -0.95 -0.87 -0.28
C 0.5057 -3.7717 0.1481 1.75 1.04 0.43
N -0.4332 -2.7424 -0.3403 1.47 -1.63 0.16
C -1.7359 -3.3200 -0.1808 -1.87 0.96 -1.07
C -2.1158 -4.3252 -1.2893 -0.35 0.76 1.73
O -1.6796 -5.6058 -0.8852 -0.81 0.68 -0.24
C -1.9845 -6.5376 -1.8572 0.88 -1.74 -0.04
H 3.6366 -1.1062 1.2193 0.14 -0.29 -0.76
H 3.5991 -2.4777 2.3161 -0.38 -0.85 -0.46
H 2.7990 -1.0363 2.6560 -0.79 -0.04 0.12
H 2.5629 -3.9524 0.7019 0.12 -0.06 0.60
H 2.3654 -2.9337 -0.6380 -0.08 0.68 -0.32
H 0.1937 -4.0962 1.1408 -0.12 -0.17 -0.14
H 0.6297 -4.6131 -0.5336 -0.35 -0.32 0.07
H -0.2745 -2.8444 -1.3325 0.06 0.98 -0.48
H -2.4118 -2.4696 -0.2707 -0.46 -0.09 0.03
H -1.8952 -3.7131 0.8233 0.10 -0.18 -0.14
H -1.7471 -4.0364 -2.2736 0.62 0.03 -0.18
H -3.1974 -4.2619 -1.4084 -0.37 -0.50 0.13
H -1.7348 -7.4971 -1.4042 0.14 -0.22 -0.20
H -1.3356 -6.3944 -2.7212 -0.02 -0.02 -0.39
H -3.0130 -6.6607 -2.1966 -0.38 0.72 0.19
C 0.8757 6.6549 2.3393 0.01 0.42 -0.95
C 1.2333 5.3372 1.7084 -0.72 -1.53 -0.02
O 1.1965 4.2210 2.6261 0.16 0.70 -0.35
O -0.4767 6.8062 2.7566 0.48 -0.25 0.29
H 0.9733 7.4279 1.5771 0.86 -0.01 -0.24
H 1.6336 6.8377 3.1011 -0.31 0.28 0.60
H 2.2172 5.3562 1.2397 0.25 0.45 0.02
H 0.5394 5.0435 0.9208 -0.22 0.24 0.04
H 1.9251 4.3686 3.2335 0.00 -0.19 0.29
H -0.7659 7.5698 2.2516 -0.49 -0.17 0.28
```
Forces are in eV/Å.

Values from the calculation:
* charge: -1
* HOMO (alpha / beta): -0.1105 / -0.1090 Eh
* orbital gap (alpha / beta): 4.3 / 2.8 eV
* 2S+1: 2
* LUMO (alpha / beta): 1.31 / -0.14 eV

***

(4)
Entry from the Open Molecules 2025 dataset: the molecule C6H12 (ωB97M-V with the def2-TZVPD basis set).

The geometry in XYZ format:
```
18
Properties=species:S:1:pos:R:3:forces:R:3
C 2.7641 -0.0474 0.0605 1.16 1.15 -3.75
C 1.3009 0.2433 0.1591 2.49 2.72 4.70
C 0.4279 -0.2706 -0.6178 -2.84 -1.14 -1.74
C -1.0559 -0.1188 -0.4974 2.05 3.21 7.64
C -1.5097 1.2678 0.0141 0.19 2.09 -0.53
C -1.7098 -1.0917 0.3416 4.66 -4.13 3.57
H 3.5562 0.7841 0.1044 -1.68 -0.47 -0.55
H 3.1056 -0.5885 0.8421 0.66 -2.21 2.78
H 2.9840 -0.6923 -0.8808 -0.32 1.19 1.43
H 1.0301 0.8970 1.2030 0.42 -1.77 -3.24
H 0.6381 -0.9339 -1.4644 0.72 0.27 0.30
H -1.4272 -0.1548 -1.3334 -3.69 -0.83 -9.22
H -2.5882 1.6932 0.0014 1.19 -2.01 0.82
H -0.9157 1.4673 0.9114 -0.91 0.28 0.29
H -1.1845 2.0345 -0.6830 0.94 0.09 -0.38
H -2.7040 -1.1437 0.4152 -4.01 1.03 0.58
H -1.5530 -2.1166 0.0134 0.56 -0.42 -0.63
H -1.1588 -1.2289 1.4107 -1.58 0.92 -2.06
```
Forces are in eV/Å.

Values from the calculation:
* HOMO: -0.3535 Eh
* orbital gap: 10.8 eV
* LUMO: 1.20 eV

***

Record order is preserved below.
Maximum force: 16.14 7.35 4.78 9.97 eV/Å